Here is a cluster of 2 separate species, C17H30NO2 in total from OMol25. Energies are from the ωB97M-V functional and the def2-TZVPD basis.

```
! RIJCOSX wB97M-V def2-TZVPD def2/J DEFGRID3
* xyz 1 1
C -0.46 -1.48 -0.62
C -1.82 -0.99 -0.92
C -2.21 0.02 -1.80
C -3.60 0.42 -1.83
C -4.59 -0.18 -0.89
C -4.02 1.39 -2.73
C -3.14 2.01 -3.62
C -3.64 3.03 -4.59
C -1.79 1.65 -3.57
C -1.30 0.69 -2.70
C 0.16 0.39 -2.76
H -0.53 -2.21 0.19
H 0.02 -1.98 -1.47
H 0.21 -0.68 -0.28
H -2.60 -1.52 -0.38
H -5.57 0.27 -1.06
H -4.69 -1.26 -1.03
H -4.32 -0.01 0.16
H -5.08 1.67 -2.74
H -2.82 3.39 -5.21
H -4.41 2.61 -5.24
H -4.09 3.88 -4.07
H -1.10 2.14 -4.26
H 0.62 1.01 -3.54
H 0.68 0.63 -1.83
H 0.37 -0.65 -3.01
C 0.06 -2.99 4.59
O 0.80 -1.80 4.32
C 0.21 -1.02 3.29
C 1.05 0.22 3.03
N 2.36 -0.11 2.55
C 3.22 1.02 2.31
C 4.58 0.54 1.84
O 4.41 -0.20 0.64
C 5.66 -0.66 0.13
H 0.62 -3.54 5.36
H -0.97 -2.79 4.95
H -0.03 -3.63 3.69
H 0.14 -1.60 2.35
H -0.79 -0.67 3.60
H 0.49 0.81 2.29
H 1.15 0.79 3.96
H 2.38 -0.78 1.79
H 2.80 1.70 1.55
H 3.37 1.54 3.26
H 5.20 1.44 1.67
H 5.02 -0.10 2.63
H 5.44 -1.21 -0.79
H 6.37 0.16 -0.10
H 6.17 -1.33 0.85
*
```

The calculation puts the energy relative to the best compared isomer or geometry (same formula, charge and spin) at 3.0840 eV. For the highest occupied orbital energy, the calculation gives -0.3890 Eh. For the gap between HOMO and LUMO, the calculation gives 4.9 eV.

Here is a structure of composition C17H30NO9V in a non-equilibrium geometry from OMol25. Energies are from the ωB97M-V functional and the def2-TZVPD basis.

```
! RIJCOSX wB97M-V def2-TZVPD def2/J DEFGRID3
* xyz 0 1
O -0.52 -1.25 1.36
V -0.94 -0.21 0.20
O 0.30 0.61 -0.40
C -0.71 -4.48 -2.64
C 0.12 -3.32 -2.13
C 1.48 -3.22 -2.77
C 1.48 -2.52 -4.14
C 0.81 -1.17 -4.13
C -0.69 -1.26 -3.50
N -0.56 -1.93 -2.14
O -1.70 -1.83 -1.34
C -1.55 -1.98 -4.48
C -1.16 0.18 -3.42
C 0.47 -3.59 -0.61
H -0.35 -4.75 -3.63
H -1.78 -4.27 -2.65
H -0.60 -5.40 -2.07
H 1.84 -4.23 -2.92
H 2.14 -2.57 -2.21
H 0.97 -3.12 -4.89
H 2.47 -2.52 -4.61
H 0.79 -0.88 -5.18
H 1.35 -0.40 -3.58
H -1.29 -3.03 -4.60
H -1.55 -1.54 -5.48
H -2.62 -2.03 -4.29
H -1.05 0.71 -2.47
H -2.24 0.11 -3.49
H -0.82 0.73 -4.30
H 0.91 -2.68 -0.21
H 1.11 -4.46 -0.47
H -0.45 -3.51 -0.03
C 2.91 5.61 1.11
C 1.69 5.26 2.08
C 0.36 5.19 1.43
O 0.00 3.91 1.34
C 0.90 3.11 1.92
O 0.79 1.80 2.07
O 1.88 3.93 2.53
H 3.72 6.08 1.67
H 2.60 6.45 0.49
H 3.14 4.77 0.45
H 1.72 5.86 2.99
H 0.37 5.65 0.44
H -0.38 5.84 1.91
C -0.95 2.11 5.36
C -0.61 0.62 4.94
C -1.13 -0.40 5.92
O -1.82 -1.30 5.15
C -2.24 -0.65 4.03
O -2.84 -1.12 3.09
O -1.44 0.46 3.82
H -0.22 2.80 4.93
H -0.55 2.19 6.38
H -2.01 2.33 5.36
H 0.43 0.36 4.75
H -1.75 -0.11 6.77
H -0.26 -0.96 6.29
*
```

The calculation puts the energy relative to the best compared isomer or geometry (same formula, charge and spin) at 2.0953 eV. For the highest occupied orbital energy, the calculation gives -0.2501 Eh. For the gap between HOMO and LUMO, the calculation gives 5.5 eV.

Here is a structure of composition C17H31BrMnN2O5PSbSe4 in a non-equilibrium geometry from OMol25. Energies are from the ωB97M-V functional and the def2-TZVPD basis.

```
! RIJCOSX wB97M-V def2-TZVPD def2/J DEFGRID3
* xyz -1 5
Mn 0.31 0.44 -0.24
O 7.57 0.19 2.28
C 6.39 0.28 1.61
C 6.34 0.41 0.23
C 5.10 0.53 -0.37
N 3.97 0.52 0.33
C 4.04 0.39 1.62
Br 2.34 0.49 2.56
C 5.21 0.24 2.34
H 8.28 0.46 1.70
H 7.24 0.48 -0.36
H 4.97 0.70 -1.43
H 5.21 0.18 3.42
Se 2.48 5.42 1.73
Sb 2.53 3.96 -0.23
Se 4.96 4.14 -0.49
Se 2.36 5.38 -2.23
Se 1.29 2.03 -0.24
C 2.23 -1.42 -3.08
C 1.57 -1.61 -1.70
C 2.37 -2.59 -0.83
C 0.17 -2.18 -1.89
N 1.56 -0.31 -1.06
H 2.06 -2.28 -3.72
H 3.31 -1.26 -2.95
H 1.81 -0.52 -3.55
H 2.57 -3.51 -1.38
H 1.81 -2.84 0.08
H 3.32 -2.14 -0.53
H 0.20 -3.21 -2.26
H -0.42 -1.59 -2.59
H -0.32 -2.24 -0.93
C -4.08 -1.26 -1.59
C -3.77 -2.02 -0.31
C -3.77 -3.53 -0.57
C -4.77 -1.68 0.79
O -2.44 -1.73 0.12
P -1.66 -0.36 0.24
O -0.38 -0.63 0.99
O -1.32 0.43 -1.00
O -2.69 0.47 1.17
C -2.90 1.88 1.35
C -1.60 2.67 1.42
C -3.76 2.43 0.22
C -3.64 2.00 2.68
H -5.06 -1.53 -1.97
H -3.33 -1.48 -2.36
H -4.08 -0.18 -1.40
H -4.76 -3.84 -0.93
H -3.54 -4.07 0.34
H -3.03 -3.79 -1.32
H -5.77 -2.00 0.48
H -4.79 -0.60 0.96
H -4.50 -2.18 1.72
H -1.27 2.95 0.42
H -0.81 2.10 1.93
H -1.72 3.60 1.97
H -3.29 2.30 -0.75
H -3.92 3.50 0.38
H -4.73 1.92 0.20
H -3.02 1.63 3.50
H -4.56 1.41 2.64
H -3.89 3.05 2.86
*
```

The calculation puts the energy relative to the best compared isomer or geometry (same formula, charge and spin) at 1.0011 eV. For the highest occupied orbital energy (spin up / spin down), the calculation gives -0.1264 / -0.1408 Eh. For the gap between HOMO and LUMO (spin up / spin down), the calculation gives 5.7 / 4.5 eV.

Here is a structure of composition C17H31Cl2N4SeSiTeV in a non-equilibrium geometry from OMol25. Energies are from the ωB97M-V functional and the def2-TZVPD basis.

```
! RIJCOSX wB97M-V def2-TZVPD def2/J DEFGRID3
* xyz 1 2
V -0.48 -0.65 0.27
C -2.20 0.14 3.63
C -0.71 0.21 3.49
C 0.11 0.70 4.49
C 1.48 0.73 4.27
C 2.02 0.28 3.08
C 1.14 -0.23 2.12
N -0.19 -0.25 2.35
N 1.43 -0.73 0.85
Si 2.89 -1.67 0.60
C 2.83 -2.39 -1.12
C 4.45 -0.65 0.74
C 2.96 -3.04 1.85
H -2.55 0.68 4.50
H -2.52 -0.90 3.73
H -2.69 0.55 2.74
H -0.32 1.05 5.42
H 2.14 1.12 5.04
H 3.08 0.32 2.89
H 2.80 -1.63 -1.91
H 1.99 -3.06 -1.27
H 3.74 -2.97 -1.26
H 4.36 0.31 0.22
H 5.28 -1.20 0.29
H 4.74 -0.44 1.77
H 2.06 -3.67 1.83
H 3.08 -2.66 2.86
H 3.81 -3.70 1.65
Cl -3.00 -1.44 0.30
C -2.44 -3.07 0.80
Cl -0.68 -3.18 0.61
H -2.91 -3.81 0.17
H -2.68 -3.18 1.85
C -3.78 2.63 -1.50
N -2.43 3.00 -1.91
C -2.11 3.76 -3.02
C -0.77 3.91 -3.01
N -0.29 3.26 -1.89
C 1.11 3.20 -1.47
C -1.31 2.71 -1.22
Se -1.20 1.83 0.44
H -4.45 2.82 -2.33
H -4.08 3.21 -0.63
H -3.79 1.57 -1.25
H -2.86 4.10 -3.71
H -0.11 4.42 -3.69
H 1.71 3.59 -2.29
H 1.38 2.17 -1.25
H 1.24 3.81 -0.58
C -1.64 0.19 -3.47
Te -0.14 -0.87 -2.43
C -0.87 -2.74 -3.09
H -2.62 -0.05 -3.06
H -1.59 -0.10 -4.52
H -1.45 1.25 -3.39
H -0.71 -2.85 -4.16
H -1.93 -2.80 -2.86
H -0.33 -3.52 -2.56
*
```

The calculation puts the energy relative to the best compared isomer or geometry (same formula, charge and spin) at 0.1729 eV. For the highest occupied orbital energy (spin up / spin down), the calculation gives -0.3623 / -0.3379 Eh. For the gap between HOMO and LUMO (spin up / spin down), the calculation gives 7.5 / 6.9 eV.

Here is a structure of composition C17H31F3O2P2Pd in a non-equilibrium geometry from OMol25. Energies are from the ωB97M-V functional and the def2-TZVPD basis.

```
! RIJCOSX wB97M-V def2-TZVPD def2/J DEFGRID3
* xyz 2 5
P 1.65 -1.56 -0.59
P 0.67 1.57 -0.43
C 1.05 -0.54 -1.90
C 1.33 0.88 -2.05
H -1.57 -0.41 -1.63
H 0.54 -1.03 -2.74
H 2.38 1.22 -2.02
H 0.73 1.32 -2.87
C 0.02 3.09 -1.44
H -0.18 3.96 -0.79
H -0.89 2.88 -2.02
H 0.81 3.37 -2.16
C 2.05 2.39 0.37
H 2.30 3.21 -0.33
H 2.95 1.77 0.71
H 1.57 2.80 1.28
C 0.56 -2.97 -1.44
H 0.51 -3.92 -0.90
H 1.06 -3.15 -2.41
H -0.47 -2.65 -1.65
C 3.25 -2.29 -1.19
H 3.98 -1.46 -1.22
H 3.00 -2.70 -2.17
H 3.54 -3.06 -0.46
Pd 2.66 -0.28 0.80
C -2.20 1.16 -0.33
C -2.22 0.48 -1.60
C -3.76 0.18 -1.77
C -4.24 -0.98 -0.91
C -3.30 -2.09 -0.55
C -2.25 -2.07 0.28
C -1.61 -1.01 1.08
C -2.06 0.51 0.96
C 3.74 -1.35 2.30
H -2.32 2.25 -0.31
H -1.91 1.11 -2.46
H -3.95 -0.08 -2.81
H -4.36 1.09 -1.55
H -4.62 -0.56 0.01
H -5.07 -1.47 -1.43
H -3.54 -3.07 -1.05
H -1.91 -3.08 0.62
H -0.51 -1.03 0.96
H -1.75 -1.27 2.14
H -3.02 0.59 1.52
H -1.33 1.08 1.58
H 4.04 -0.52 2.94
H 4.65 -1.90 1.97
H 3.14 -2.03 2.89
F 0.02 1.38 4.92
C 0.64 2.05 3.92
F -0.33 2.78 3.28
F 1.48 2.94 4.50
C 1.46 1.03 2.97
O 0.82 0.29 2.17
O 2.73 1.12 3.02
*
```

The calculation puts the energy relative to the best compared isomer or geometry (same formula, charge and spin) at 4.4935 eV. For the highest occupied orbital energy (spin up / spin down), the calculation gives -0.5184 / -0.5676 Eh. For the gap between HOMO and LUMO (spin up / spin down), the calculation gives 5.2 / 4.4 eV.

Here is a structure of composition C17H31N2O2P2Pb in a non-equilibrium geometry from OMol25. Energies are from the ωB97M-V functional and the def2-TZVPD basis.

```
! RIJCOSX wB97M-V def2-TZVPD def2/J DEFGRID3
* xyz 3 1
Pb -0.34 0.29 0.32
P 1.94 -0.98 0.97
C 2.98 -1.45 -0.42
C 2.36 -1.16 -1.80
N 1.13 -0.62 -1.93
C 0.59 -0.55 -3.16
C 1.25 -1.06 -4.28
C 2.55 -1.55 -4.16
C 3.11 -1.58 -2.89
C -0.82 0.00 -3.35
P -1.35 1.29 -2.16
H 4.11 -1.97 -2.67
H 0.74 -1.03 -5.24
H 3.10 -1.93 -5.01
H -0.88 0.47 -4.35
H -1.55 -0.83 -3.30
H 3.95 -0.96 -0.33
H 3.19 -2.54 -0.33
H 5.28 4.18 0.03
O 5.15 3.88 -0.88
H 5.27 2.92 -0.91
H 1.65 3.23 1.50
O 0.76 2.89 1.72
H 0.19 3.52 1.24
C -0.68 2.85 -2.86
H -0.69 2.83 -3.95
H -1.30 3.68 -2.49
H 0.35 2.97 -2.50
C -3.15 1.38 -2.44
H -3.57 2.08 -1.69
H -3.39 1.73 -3.45
H -3.61 0.39 -2.27
C 1.50 -2.63 1.66
H 2.43 -3.19 1.89
H 0.93 -2.48 2.59
H 0.87 -3.20 0.97
C 3.14 -0.35 2.17
H 2.56 0.08 3.00
H 3.79 -1.18 2.51
H 3.75 0.43 1.68
C -1.42 -0.86 3.82
C -1.86 -1.78 2.74
C -2.45 -3.06 2.88
C -2.61 -3.57 1.58
C -2.12 -2.58 0.69
C -2.00 -2.60 -0.78
N -1.69 -1.50 1.41
H -2.29 -0.51 4.41
H -0.91 0.03 3.39
H -0.73 -1.37 4.52
H -2.70 -3.54 3.83
H -3.02 -4.52 1.27
H -0.97 -2.33 -1.09
H -2.22 -3.60 -1.18
H -2.68 -1.88 -1.24
*
```

For the highest occupied orbital energy (spin up / spin down), the calculation gives -0.6523 / -0.6526 Eh. For the gap between HOMO and LUMO (spin up / spin down), the calculation gives 4.9 / 7.0 eV.